1.
The following is a quantum chemistry calculation of a single C3H4N2O molecule, from OMol25.

Results
Total charge = 0
SMILES = On1cccn1
2S+1 = 1
Orbital gap = 9.8 eV

```
10
Properties=species:S:1:pos:R:3:nbo_charge:R:1
C 0.121 0.896 0.040 -0.10
C -1.201 0.407 -0.110 -0.32
C -0.949 -1.003 0.050 0.01
H 2.520 0.663 -0.179 0.47
H 0.391 1.888 0.371 0.22
H -2.254 0.846 -0.102 0.25
H -1.968 -1.661 -0.359 0.19
N 0.917 -0.251 0.383 0.04
N 0.227 -1.422 0.100 -0.24
O 2.196 -0.363 -0.193 -0.52
```

***

2.
The following is a quantum chemistry calculation of a molecular structure, C8H16O16S4, from OMol25.

Results
Total charge = 0
2S+1 = 1
Orbital gap = 10.4 eV

```
44
Properties=species:S:1:pos:R:3:nbo_charge:R:1
C -7.349 17.382 -19.149 -0.11
C -7.589 17.775 -17.667 -0.11
O -8.942 17.452 -17.386 -0.68
S -9.758 17.568 -18.749 2.57
O -9.884 18.932 -19.099 -0.92
O -10.867 16.721 -18.749 -0.87
O -8.611 16.902 -19.625 -0.68
H -6.607 16.596 -19.245 0.20
H -7.067 18.241 -19.757 0.20
H -7.369 18.832 -17.524 0.20
H -6.954 17.185 -17.010 0.19
C -10.366 13.952 -14.285 -0.10
C -10.116 15.452 -14.503 -0.10
O -11.461 15.963 -14.540 -0.70
S -12.458 14.925 -15.224 2.55
O -12.576 15.155 -16.618 -0.90
O -13.590 14.865 -14.386 -0.89
O -11.520 13.633 -15.058 -0.69
H -10.518 13.750 -13.224 0.20
H -9.533 13.337 -14.621 0.21
H -9.589 15.691 -15.422 0.20
H -9.643 15.779 -13.588 0.21
C -16.342 17.497 -16.266 -0.10
C -15.806 17.589 -14.819 -0.12
O -16.839 17.037 -13.986 -0.69
S -17.495 15.853 -14.810 2.57
O -18.833 15.657 -14.431 -0.89
O -16.561 14.795 -14.847 -0.91
O -17.476 16.615 -16.200 -0.69
H -15.600 17.053 -16.924 0.21
H -16.705 18.458 -16.619 0.20
H -15.611 18.601 -14.487 0.21
H -14.921 16.960 -14.718 0.22
C -4.956 16.371 -12.946 -0.10
C -5.698 16.016 -14.218 -0.11
O -7.072 16.096 -13.831 -0.69
S -7.188 15.395 -12.393 2.55
O -7.273 13.997 -12.621 -0.91
O -8.131 16.062 -11.594 -0.88
O -5.733 15.810 -11.890 -0.68
H -4.838 17.449 -12.795 0.20
H -3.932 15.994 -12.909 0.21
H -5.506 14.975 -14.494 0.20
H -5.478 16.688 -15.039 0.21
```

***

3.
The following is a quantum chemistry calculation of 2 unconnected molecules or ions with the total composition H4NS, from OMol25.

Results
Total charge = -2
2S+1 = 2
Orbital gap (spin up / spin down) = 2.2 / 6.5 eV

```
6
Properties=species:S:1:pos:R:3:nbo_charge:R:1
N -0.206 -0.486 1.306 -1.47
H 0.393 0.240 1.706 0.24
H -0.018 -0.280 0.290 0.38
H -1.094 0.047 1.385 0.18
S 0.770 0.093 -1.771 -1.37
H 0.157 0.386 -2.916 0.05
```

***

4.
The following is a quantum chemistry calculation of a gas-phase ion, C2H7BrN4 (charge +2), from OMol25.

Results
Total charge = +2
2S+1 = 3
Orbital gap (spin up / spin down) = 6.8 / 4.5 eV

```
14
Properties=species:S:1:pos:R:3:nbo_charge:R:1
C 0.438 -0.176 -0.182 0.00
C -1.910 -0.967 0.344 -0.48
N 1.295 0.822 -0.355 0.02
N -0.945 -0.009 -0.115 -0.02
N -1.408 1.047 -0.676 -0.46
N 2.366 1.137 -0.220 0.07
Br 3.988 -0.340 0.346 0.63
H 0.847 -1.159 0.227 0.28
H -2.996 -0.646 0.059 0.28
H -1.738 -1.962 -0.045 0.27
H -1.789 -1.230 1.448 0.28
H -2.371 1.277 -0.610 0.45
H -0.629 1.544 -1.049 0.40
H 4.850 0.661 0.828 0.28
```

***

Relative energy (zero: lowest compared OMol25 entry of this formula, charge and spin) per entry: 4.930 0.282 0.695 0.803 eV
Strongest force on any atom per entry: 9.1 1.4 1.3 4.2 eV/Å